# 1
Molecular formula: C44H39Cl2CsF7N5O4Sb
Method: DFT, ωB97M-V/def2-TZVPD

charge: -2
2S+1: 2
orbital gap (alpha / beta): 5.069 / 3.519 eV
lowest unoccupied orbital energy (alpha / beta): 3.4 / 1.8 eV
expectation value of S²: 0.822

Each line ends with the Löwdin spin population.
Element x y z (Å)
1 Cs -1.1572 1.0896 -1.4410  0.000
2 C 2.9384 -3.2874 -1.5417  -0.018
3 C 1.8077 -2.6475 -0.9842  0.034
4 N 0.6074 -2.7314 -1.5082  -0.013
5 C 0.4464 -3.4452 -2.6383  0.046
6 C 1.5023 -4.1397 -3.2623  0.002
7 C 2.7794 -4.0387 -2.6681  0.022
8 C 1.2641 -4.8752 -4.4523  0.155
9 C 0.0115 -4.8992 -5.0159  -0.004
10 C -1.0540 -4.2205 -4.4189  0.158
11 C -0.8808 -3.4893 -3.2300  0.001
12 N -1.8118 -2.7104 -2.6776  0.347
13 C -3.1487 -2.8358 -2.8166  0.004
14 C -3.8411 -4.0435 -2.8982  0.105
15 C -5.2443 -4.0785 -2.8850  -0.004
16 C -5.9792 -2.9240 -2.8146  0.098
17 C -5.3241 -1.6690 -2.7333  0.001
18 C -6.0157 -0.4378 -2.6497  0.014
19 C -5.3128 0.7267 -2.5625  -0.013
20 C -3.9029 0.6591 -2.5544  0.021
21 N -3.2339 -0.4561 -2.6430  -0.008
22 C -3.9170 -1.6164 -2.7232  0.033
23 H 3.9066 -3.1704 -1.0745  -0.002
24 H 1.9104 -2.0316 -0.0919  0.002
25 H 3.6186 -4.5522 -3.1251  0.001
26 H 2.0889 -5.4005 -4.9202  0.009
27 H -0.1519 -5.4309 -5.9455  -0.004
28 H -2.0174 -4.1908 -4.9086  0.007
29 H -3.2761 -4.9663 -2.9004  0.004
30 H -5.7485 -5.0366 -2.9200  -0.003
31 H -7.0625 -2.9558 -2.8099  0.006
32 H -7.1002 -0.4403 -2.6532  0.001
33 H -5.8031 1.6883 -2.5041  -0.001
34 H -3.3238 1.5722 -2.4725  0.001
35 C 2.9927 3.8386 2.7003  0.000
36 C 2.1481 2.5831 2.4739  0.000
37 C 0.7424 2.7685 3.0606  0.000
38 C 2.8201 1.3446 3.0320  0.000
39 C 3.1016 1.2652 4.3912  0.000
40 C 3.6980 0.1417 4.9465  0.000
41 C 4.0127 -0.9266 4.1200  0.000
42 C 3.7510 -0.8848 2.7553  0.000
43 C 4.0600 -2.0829 1.8857  0.000
44 C 3.0777 -3.2227 2.1802  0.000
45 C 5.5069 -2.5588 2.0246  0.000
46 C 3.1399 0.2571 2.1804  0.000
47 N 2.8048 0.2831 0.8342  0.000
48 C 3.6484 0.8537 -0.0275  0.000
49 C 4.9203 1.4185 0.2876  0.000
50 C 5.7230 2.0213 -0.6738  0.000
51 C 5.3274 2.1100 -2.0016  0.000
52 C 4.0869 1.5648 -2.3577  0.000
53 C 3.3089 0.9636 -1.4087  0.000
54 F 2.1094 0.4224 -1.7754  0.000
55 H 2.5034 4.7124 2.2599  0.000
56 H 3.9783 3.7298 2.2426  0.000
57 H 3.1316 4.0342 3.7688  0.000
58 H 2.0461 2.4360 1.3993  0.000
59 H 0.7951 3.0535 4.1177  0.000
60 H 0.1685 1.8453 2.9853  0.000
61 H 0.1965 3.5475 2.5193  0.000
62 H 2.8395 2.0999 5.0368  0.000
63 H 3.9171 0.1008 6.0081  0.000
64 H 4.4787 -1.8100 4.5502  0.000
65 H 3.9084 -1.7625 0.8567  0.000
66 H 3.2298 -3.6067 3.1944  0.000
67 H 3.2098 -4.0522 1.4763  0.000
68 H 2.0471 -2.8674 2.1051  0.000
69 H 5.7161 -2.9116 3.0392  0.000
70 H 6.2019 -1.7490 1.7942  0.000
71 H 5.7055 -3.3879 1.3373  0.000
72 H 5.2447 1.3732 1.3223  0.000
73 H 6.6817 2.4376 -0.3767  0.000
74 H 5.9499 2.5951 -2.7430  0.000
75 H 3.7169 1.6174 -3.3754  0.000
76 Cl -1.6853 -2.4623 3.2505  0.000
77 C -1.7129 -1.8039 1.5902  0.000
78 Cl -0.1961 -1.0159 1.1565  0.000
79 H -2.4993 -1.0620 1.5202  0.000
80 H -1.8673 -2.6341 0.9113  0.000
81 F -0.6644 2.6058 -3.2561  0.000
82 Sb -1.6249 3.4860 -4.6540  0.000
83 F -2.5696 1.8924 -5.0330  0.000
84 F -0.2632 2.9691 -5.8547  0.000
85 F -2.5579 4.3707 -6.0461  0.000
86 F -0.6978 5.0793 -4.2516  0.000
87 F -2.9948 3.9708 -3.4400  0.000
88 O -3.1631 0.8390 0.9628  0.000
89 C -2.7972 2.0326 1.0094  0.000
90 O -1.9712 2.6036 0.2605  0.000
91 C -3.4288 2.9010 2.1036  0.000
92 C -3.1215 4.2538 2.1821  0.000
93 C -3.6544 5.0478 3.1917  0.000
94 C -4.4992 4.4927 4.1373  0.000
95 C -4.8057 3.1449 4.0366  0.000
96 C -4.2855 2.3399 3.0374  0.000
97 N -5.7140 2.5575 5.0326  0.000
98 O -6.1896 1.4634 4.8014  0.000
99 O -5.9489 3.1977 6.0448  0.000
100 H -2.4482 4.6556 1.4350  0.000
101 H -3.4043 6.0997 3.2463  0.000
102 H -4.9264 5.0756 4.9404  0.000
103 H -4.5297 1.2884 2.9834  0.000


# 2
Molecular formula: C40H59BrN2OSbSi3Tc
Method: DFT, ωB97M-V/def2-TZVPD

charge: +1
2S+1: 4
orbital gap (alpha / beta): 7.359 / 6.445 eV
lowest unoccupied orbital energy (alpha / beta): -3.0 / -4.1 eV
expectation value of S²: 3.788

Each line ends with the Löwdin spin population.
Element x y z (Å)
1 Tc -0.1325 0.1852 0.3593  2.403
2 C 0.9853 1.6669 4.9680  0.012
3 Sb 1.6346 1.2797 2.9625  0.042
4 C -0.1766 0.1467 2.3588  0.049
5 C -1.3738 0.6056 3.1396  0.015
6 C -2.2912 1.5414 2.6865  0.007
7 C -3.3618 1.8823 3.4985  0.000
8 C -3.4813 1.2935 4.7420  0.006
9 C -2.5114 0.3748 5.1211  -0.001
10 N -1.4886 0.0322 4.3480  0.003
11 Si -0.0053 -1.7644 2.4947  0.027
12 C -1.6254 -2.5981 2.8645  0.006
13 C 1.3818 -2.2866 3.6200  0.008
14 C 0.3891 -2.3690 0.7091  0.009
15 C 1.3421 3.2510 1.9216  0.006
16 C 0.6851 3.2354 0.5784  0.012
17 C 0.8679 4.3569 -0.2548  -0.002
18 C 0.1747 4.5370 -1.4254  0.014
19 C -0.7564 3.5790 -1.8148  0.000
20 C -0.8525 2.4554 -1.0444  0.021
21 N -0.1331 2.2526 0.0956  0.002
22 Si 3.2259 3.8121 1.7891  0.002
23 C 3.5445 5.6626 1.6661  0.000
24 C 4.1808 3.2194 3.2988  0.002
25 C 4.0239 3.0836 0.2766  0.001
26 Si 0.5311 4.6945 2.9677  0.001
27 C 1.5953 5.1449 4.4406  0.000
28 C -1.2059 4.4172 3.5951  0.000
29 C 0.2705 6.2627 1.9617  0.000
30 H 0.7258 0.6878 5.3703  0.000
31 H 0.1270 2.3214 5.0651  0.000
32 H 1.8292 2.0615 5.5318  0.002
33 H -2.1832 1.9846 1.7065  0.001
34 H -4.0934 2.6045 3.1585  0.000
35 H -4.3012 1.5305 5.4053  0.000
36 H -2.5620 -0.1126 6.0888  0.000
37 H -1.8935 -2.5773 3.9164  0.000
38 H -1.5704 -3.6394 2.5342  0.000
39 H -2.4195 -2.1138 2.2920  0.000
40 H 1.0841 -2.1615 4.6626  0.000
41 H 2.2908 -1.7047 3.4537  0.000
42 H 1.6290 -3.3387 3.4587  0.001
43 H -0.0502 -1.9005 -0.1962  0.001
44 H -0.0946 -3.3479 0.6547  0.001
45 H 1.4449 -2.4955 0.4919  0.001
46 H 1.5626 5.1141 0.0665  0.000
47 H 0.3413 5.4258 -2.0202  0.001
48 H -1.3655 3.6791 -2.7013  0.000
49 H -1.5337 1.6616 -1.3270  0.002
50 H 3.1386 6.2866 2.4602  0.000
51 H 3.2523 6.0911 0.7053  0.000
52 H 4.6346 5.7467 1.7174  0.000
53 H 3.6316 3.2448 4.2395  0.000
54 H 5.0373 3.8888 3.4182  0.000
55 H 4.5744 2.2121 3.1588  0.001
56 H 3.5176 3.3556 -0.6499  0.000
57 H 4.0895 1.9971 0.3293  0.000
58 H 5.0435 3.4763 0.2210  0.000
59 H 1.7806 4.3173 5.1196  0.000
60 H 1.0335 5.8968 5.0029  0.000
61 H 2.5545 5.5907 4.1779  0.000
62 H -1.3412 3.6260 4.3236  0.000
63 H -1.9134 4.2629 2.7812  0.000
64 H -1.4784 5.3620 4.0776  0.000
65 H 1.1258 6.6849 1.4387  0.000
66 H -0.0577 7.0074 2.6943  0.000
67 H -0.5496 6.1437 1.2512  0.000
68 Br 6.0419 -0.2973 -2.3096  0.009
69 C 4.3785 -0.0929 -1.4473  0.030
70 C 3.4061 0.7129 -2.0104  -0.008
71 C 2.1917 0.8679 -1.3558  0.026
72 C 1.8985 0.2137 -0.1526  -0.011
73 C 2.9201 -0.5772 0.3896  0.032
74 C 4.1451 -0.7332 -0.2390  -0.005
75 H 3.5979 1.2283 -2.9425  -0.001
76 H 1.4664 1.5239 -1.8231  0.001
77 H 2.7758 -1.0991 1.3274  0.001
78 H 4.9146 -1.3506 0.2047  -0.001
79 C -4.6064 -0.2152 1.2304  0.001
80 C -4.8360 -1.1024 0.0218  0.002
81 C -4.5161 -2.5650 0.3437  0.001
82 C -4.1084 -0.6928 -1.2423  0.017
83 C -4.8663 -0.6726 -2.4094  -0.002
84 C -4.2997 -0.5003 -3.6575  0.017
85 C -2.9263 -0.4054 -3.7544  -0.002
86 C -2.1185 -0.4197 -2.6216  0.016
87 C -0.6238 -0.5317 -2.8155  0.002
88 C -0.0787 0.2766 -3.9904  0.001
89 C -0.2185 -2.0027 -2.9469  0.001
90 C -2.7176 -0.4865 -1.3440  0.008
91 O -1.9559 -0.4102 -0.2095  0.206
92 H -5.3231 -0.4605 2.0170  0.000
93 H -4.7299 0.8402 0.9780  0.000
94 H -3.6071 -0.3500 1.6319  0.000
95 H -5.8996 -1.0422 -0.2219  0.000
96 H -3.4469 -2.6902 0.5295  0.000
97 H -4.7887 -3.2186 -0.4855  0.000
98 H -5.0562 -2.8938 1.2338  0.000
99 H -5.9362 -0.8218 -2.3249  0.000
100 H -4.9166 -0.4865 -4.5457  0.001
101 H -2.4677 -0.3382 -4.7321  0.000
102 H -0.1117 -0.1360 -1.9289  0.001
103 H -0.4091 -0.1416 -4.9410  0.000
104 H 1.0109 0.2446 -3.9919  0.000
105 H -0.4003 1.3196 -3.9526  0.000
106 H -0.6128 -2.4004 -3.8834  0.000
107 H -0.6325 -2.6094 -2.1399  0.000
108 H 0.8684 -2.1140 -2.9563  0.000


# 3
Molecular formula: C7H10N4
Method: DFT, ωB97M-V/def2-TZVPD

charge: +2
2S+1: 1
orbital gap: 10.054 eV
lowest unoccupied orbital energy: -8.1 eV

Each line ends with the natural charge from an NBO analysis.
Element x y z (Å)
1 C 2.4110 -0.3960 -1.6218  -0.025
2 C 3.0358 0.8054 -1.2847  -0.197
3 C 1.2759 -0.7442 -0.9449  -0.232
4 C 2.5256 1.6929 -0.3554  0.103
5 C 0.8624 0.1796 -0.0005  0.254
6 C -2.8995 -0.1394 0.0937  0.405
7 C -0.5276 -0.2503 0.9172  0.538
8 N 1.3787 1.3502 0.3010  -0.446
9 N -3.6828 -1.1091 -0.3676  -0.690
10 N -0.3052 -0.4166 2.2280  -0.757
11 N -1.6386 -0.1849 0.3446  -0.472
12 H 2.7515 -0.9820 -2.3533  0.249
13 H 3.8687 1.1952 -1.6891  0.263
14 H 0.8954 -1.7360 -1.2550  0.293
15 H 2.8005 2.6899 -0.0046  0.266
16 H -3.1804 0.8378 0.2673  0.235
17 H -4.5002 -0.8119 -0.8693  0.443
18 H -3.4192 -2.0664 -0.5124  0.440
19 H 0.4760 0.0194 2.7342  0.437
20 H -1.0886 -0.6014 2.8300  0.432
21 H 0.9310 2.0520 0.8755  0.463


# 4
Molecular formula: C26H37ClFNO20S
Method: DFT, ωB97M-V/def2-TZVPD

2S+1: 1
orbital gap: 8.453 eV
lowest unoccupied orbital energy: -0.9 eV

Each line ends with the Mulliken charge.
Element x y z (Å)
1 C -2.9780 -1.4462 -6.0320  -0.355
2 C -2.6196 -0.3176 -6.6328  -0.179
3 N -2.2837 0.9457 -7.3774  -0.119
4 Cl -2.6395 2.2436 -6.2523  0.008
5 S -0.5326 0.8929 -7.6532  1.046
6 O 0.1152 0.7695 -6.2794  -0.362
7 O -0.1182 2.1320 -8.4028  -0.508
8 F -0.2125 -0.5392 -8.4923  -0.227
9 H -3.1685 -2.5955 -5.9303  0.741
10 C 2.1064 0.7499 -2.7180  -1.244
11 C 0.7769 0.3272 -2.1306  0.846
12 C 0.6567 -1.1494 -1.8915  -0.386
13 O -0.7502 -1.3505 -1.9637  -0.327
14 C -1.2379 -0.3724 -2.7813  0.503
15 O -2.3621 -0.3449 -3.2122  -0.444
16 O -0.2863 0.5647 -3.0479  -0.298
17 H 2.0660 1.7942 -3.0411  0.372
18 H 2.9101 0.6376 -1.9888  0.051
19 H 2.3537 0.1576 -3.6044  0.377
20 H 0.5692 0.9022 -1.2207  0.119
21 H 1.0415 -1.4490 -0.9162  0.179
22 H 1.1323 -1.7588 -2.6671  0.317
23 C 7.4364 0.5700 0.4390  -1.572
24 C 6.1029 0.1516 1.0203  0.865
25 C 5.9790 -1.3237 1.2558  -0.517
26 O 4.5731 -1.5218 1.1796  -0.325
27 C 4.0895 -0.5415 0.3628  0.483
28 O 2.9657 -0.5114 -0.0705  -0.437
29 O 5.0435 0.3940 0.1003  -0.293
30 H 7.4015 1.6147 0.1174  0.383
31 H 8.2380 0.4533 1.1725  0.387
32 H 7.6856 -0.0217 -0.4472  0.351
33 H 5.8935 0.7253 1.9297  0.082
34 H 6.3606 -1.6258 2.2328  0.329
35 H 6.4560 -1.9327 0.4807  0.297
36 C -0.3468 1.1469 3.1925  -1.595
37 C 1.0753 0.6369 3.2846  0.757
38 C 1.5854 0.5079 4.6884  -0.512
39 O 2.9907 0.6410 4.5104  -0.314
40 C 3.1663 1.4027 3.3924  0.764
41 O 4.2228 1.8681 3.0458  -0.682
42 O 1.9923 1.5701 2.7226  -0.364
43 H -0.5966 1.3963 2.1573  0.348
44 H -1.0560 0.3991 3.5560  0.407
45 H -0.4771 2.0636 3.7754  0.338
46 H 1.1729 -0.3040 2.7302  0.193
47 H 1.3411 -0.4573 5.1361  0.376
48 H 1.2453 1.3077 5.3532  0.234
49 C 6.3646 4.4961 6.5745  -1.416
50 C 5.0331 4.0743 7.1579  0.485
51 C 4.9120 2.5980 7.3927  -0.434
52 O 3.5067 2.3969 7.3187  -0.307
53 C 3.0198 3.3768 6.5031  0.705
54 O 1.8971 3.4048 6.0711  -0.578
55 O 3.9724 4.3150 6.2403  -0.336
56 H 6.3270 5.5410 6.2539  0.357
57 H 7.1679 4.3804 7.3064  0.381
58 H 6.6130 3.9056 5.6875  0.303
59 H 4.8244 4.6472 8.0689  0.253
60 H 5.2959 2.2959 8.3688  0.314
61 H 5.3886 1.9907 6.6163  0.274
62 C -6.0461 -0.1323 -2.3579  -1.373
63 C -5.4336 0.6518 -1.2169  0.621
64 C -4.8294 -0.2061 -0.1465  -0.228
65 O -4.9118 0.6374 0.9955  -0.330
66 C -5.9762 1.4680 0.7857  0.570
67 O -6.4502 2.1887 1.6232  -0.547
68 O -6.4305 1.3685 -0.4967  -0.400
69 H -6.6286 0.5288 -3.0058  0.422
70 H -5.2738 -0.6221 -2.9568  0.346
71 H -6.7376 -0.8960 -1.9877  0.296
72 H -4.7133 1.3802 -1.6064  0.225
73 H -3.7922 -0.4721 -0.3584  0.162
74 H -5.3993 -1.1189 0.0570  0.221
75 C -6.4701 -4.9917 -1.5866  -1.526
76 C -6.3429 -4.3344 -2.9440  0.770
77 C -6.9077 -5.1482 -4.0695  -0.474
78 O -6.1556 -4.6822 -5.1826  -0.308
79 C -4.9576 -4.2595 -4.6880  0.572
80 O -4.0057 -3.9716 -5.3674  -0.627
81 O -4.9779 -4.2090 -3.3273  -0.310
82 H -5.8823 -4.4472 -0.8422  0.353
83 H -7.5128 -5.0201 -1.2605  0.397
84 H -6.0822 -6.0147 -1.6040  0.367
85 H -6.7764 -3.3279 -2.9153  0.086
86 H -7.9740 -4.9714 -4.2208  0.326
87 H -6.7343 -6.2238 -3.9621  0.296


Q: The highest 2S+1 belongs to which entry?
A: C40H59BrN2OSbSi3Tc